(1)
Below is a cluster of 5 separate species, C23H50BrN3O8S5 in total, with properties calculated with ωB97M-V/def2-TZVPD.

Atoms and positions in Å:
C1 4.3331 -4.3790 1.0499
C2 2.8065 -4.3629 1.0522
C3 2.2350 -3.0358 0.5658
Br1 0.2436 -3.1440 0.7534
N1 2.6529 -2.7357 -0.7504
C4 2.1584 -1.5163 -1.3749
C5 2.7123 -0.2373 -0.7162
O1 1.6905 0.7314 -0.5272
C6 1.0421 0.6397 0.7324
C7 -0.2759 1.4160 0.6514
C8 -1.3610 0.7986 1.5601
C9 -2.5627 0.2757 0.7600
C10 -3.6267 -0.2919 1.6999
S1 -4.9597 -1.2060 0.8707
C11 -4.2280 -2.7523 0.5739
N2 -3.1308 -3.0601 -0.0304
N3 -3.0489 -4.4495 -0.0118
C12 -4.1134 -4.8543 0.5810
O2 -4.9114 -3.8533 0.9956
C13 1.9506 1.1200 1.8816
C14 2.1447 0.1085 3.0069
O3 1.2388 0.4229 4.0903
C15 0.8209 -0.6101 4.8256
O4 1.3636 -1.6741 4.9140
H1 4.6796 -5.3090 1.5091
H2 4.7248 -4.3585 0.0341
H3 4.7465 -3.5540 1.6321
H4 2.4136 -5.1517 0.4000
H5 2.4064 -4.5696 2.0463
H6 2.5742 -2.2447 1.2355
H7 2.5363 -3.5410 -1.3522
H8 1.0630 -1.4579 -1.3994
H9 2.4916 -1.5364 -2.4149
H10 3.2448 -0.4594 0.2113
H11 3.4454 0.2274 -1.3755
H12 0.7666 -0.4094 0.9043
H13 -0.6211 1.3854 -0.3847
H14 -0.1166 2.4575 0.9398
H15 -1.7453 1.5499 2.2596
H16 -0.9514 -0.0132 2.1691
H17 -2.9870 1.1269 0.2200
H18 -2.2464 -0.4887 0.0464
H19 -4.1635 0.5156 2.2016
H20 -3.1623 -0.9323 2.4529
H21 -4.4073 -5.8774 0.7561
H22 2.9384 1.3313 1.4619
H23 1.5617 2.0407 2.3204
H24 3.1725 0.1172 3.3734
H25 1.9240 -0.9052 2.6687
H26 -0.1063 -0.3697 5.3610
C16 -8.2581 -2.3245 2.5294
S2 -9.2955 -3.0218 3.8179
O5 -10.4849 -2.1414 3.9424
C17 -8.1978 -2.6074 5.1802
H27 -8.7835 -2.4366 1.5832
H28 -8.0853 -1.2679 2.7324
H29 -7.3122 -2.8646 2.4885
H30 -8.0336 -1.5301 5.1949
H31 -7.2548 -3.1411 5.0613
H32 -8.6847 -2.9209 6.1010
C18 7.6426 1.3561 0.1884
S3 6.1305 2.3222 0.1231
O6 5.0139 1.3713 0.3978
C19 6.1366 2.5992 -1.6464
H33 7.7913 1.0415 1.2193
H34 7.5401 0.4830 -0.4560
H35 8.4795 1.9766 -0.1314
H36 6.1493 1.6358 -2.1571
H37 7.0152 3.1882 -1.9119
H38 5.2310 3.1473 -1.9090
C20 1.5725 5.8994 -1.9425
S4 2.2269 4.2462 -1.6910
O7 3.3440 4.0749 -2.6667
C21 0.8182 3.3607 -2.3437
H39 2.3329 6.6078 -1.6211
H40 1.3494 6.0456 -2.9993
H41 0.6736 6.0235 -1.3391
H42 0.6319 3.6702 -3.3726
H43 -0.0539 3.5645 -1.7227
H44 1.0516 2.2988 -2.3005
C22 -1.6097 3.7657 -7.2311
S5 -2.5904 2.7196 -6.1476
O8 -2.5803 3.3602 -4.8070
C23 -1.4134 1.3632 -6.0813
H45 -2.1520 4.6992 -7.3644
H46 -0.6424 3.9601 -6.7679
H47 -1.4840 3.2724 -8.1949
H48 -0.4601 1.7300 -5.7006
H49 -1.2935 0.9377 -7.0776
H50 -1.8177 0.6113 -5.4070

Results
Spin multiplicity: 1
LUMO, eV: 0.47
Net charge: 0
Energy above the lowest of the compared OMol25 structures with the same formula, charge and spin, kJ/mol: 0.0

=====

(2)
Below is a structure of composition C31H22BrGeNO8PtS2, with properties calculated with ωB97M-V/def2-TZVPD.

Atoms and positions in Å:
Pt1 -0.2430 -1.6362 0.0872
O1 -3.0203 -4.1051 -0.1629
S1 -1.6409 -4.4091 -0.4688
O2 -1.4013 -5.7127 -1.0373
O3 -0.9762 -3.2955 -1.2092
C1 -0.7698 -4.4383 1.1175
C2 -1.5859 -4.6722 2.2131
C3 -1.0660 -4.7292 3.4993
C4 0.2862 -4.5489 3.6984
C5 1.1147 -4.3107 2.6097
C6 0.6061 -4.2493 1.3217
S2 1.8466 -3.8918 0.0490
O4 1.6035 -4.7840 -1.0465
O5 3.1296 -4.0181 0.7076
O6 1.6385 -2.4305 -0.3210
H1 -2.6465 -4.7715 2.0364
H2 -1.7273 -4.8936 4.3411
H3 0.7029 -4.5730 4.6976
H4 2.1750 -4.1556 2.7415
C7 0.4524 -0.2851 1.1528
Ge1 1.0007 1.3966 0.3567
C8 -0.5149 2.2551 -0.5417
C9 -0.6137 2.5185 -1.9073
C10 -1.7976 2.9813 -2.4677
C11 -2.9173 3.1680 -1.6730
C12 -2.8485 2.8885 -0.3153
C13 -1.6594 2.4426 0.2407
C14 1.5632 2.6138 1.8004
C15 2.4861 2.1689 2.7476
C16 2.9368 3.0027 3.7604
C17 2.4642 4.3058 3.8479
C18 1.5420 4.7642 2.9197
C19 1.0983 3.9225 1.9057
C20 2.5989 1.1271 -0.7427
C21 3.4387 0.0735 -0.3728
C22 4.5814 -0.2218 -1.1010
C23 4.9081 0.5331 -2.2176
C24 4.0847 1.5804 -2.6027
C25 2.9403 1.8703 -1.8714
H5 0.2249 2.3270 -2.5634
H6 -1.8535 3.1558 -3.5352
H7 -3.8519 3.4891 -2.1165
H8 -3.7309 2.9727 0.3040
H9 -1.6371 2.1948 1.2962
H10 2.8477 1.1481 2.7029
H11 3.6514 2.6336 4.4858
H12 2.8122 4.9592 4.6396
H13 1.1634 5.7772 2.9849
H14 0.3757 4.2937 1.1881
H15 3.1684 -0.5689 0.4562
H16 5.1959 -1.0642 -0.8112
H17 5.7922 0.2943 -2.7968
H18 4.3261 2.1672 -3.4812
H19 2.3223 2.7024 -2.1842
Br1 -6.0994 1.0431 -4.1155
C26 -4.4526 0.4551 -3.3481
C27 -3.3292 0.3319 -4.1479
N1 -2.1435 -0.0434 -3.6672
C28 -2.0574 -0.3182 -2.3602
C29 -3.1314 -0.2245 -1.4816
C30 -4.3671 0.1789 -2.0010
C31 -3.1028 -0.4603 0.0432
O7 -4.1024 -0.0771 0.6504
O8 -2.1214 -1.0645 0.6077
H20 -3.3889 0.5459 -5.2104
H21 -1.0737 -0.6130 -2.0032
H22 -5.2073 0.2833 -1.3287

Results
Spin multiplicity: 1
LUMO (spin up / spin down), eV: 3.79 / 3.79
Net charge: -2
Energy above the lowest of the compared OMol25 structures with the same formula, charge and spin, kJ/mol: 150.6

=====

(3)
Below is a structure of composition C47H44N9O5SSn, with properties calculated with ωB97M-V/def2-TZVPD.

Atoms and positions in Å:
Sn1 -0.2758 0.7203 1.0215
C1 4.9889 1.5679 0.4436
C2 3.7786 1.7584 1.1480
N1 2.6157 1.8703 0.5626
C3 2.5505 1.7909 -0.7960
C4 3.7044 1.5951 -1.5877
C5 4.9440 1.4844 -0.9146
C6 3.5983 1.5371 -2.9984
C7 2.3733 1.6803 -3.5802
C8 1.2170 1.8864 -2.7970
C9 1.2687 1.9516 -1.4241
N2 0.1335 2.1284 -0.6265
C10 -0.6886 3.2086 -0.8062
C11 -0.5265 4.2550 -1.7009
C12 -1.4643 5.3058 -1.7869
C13 -2.5742 5.3634 -0.9930
C14 -2.7489 4.3579 -0.0142
C15 -3.8346 4.3316 0.8910
C16 -3.9108 3.3677 1.8558
C17 -2.8853 2.4123 1.9367
N3 -1.8828 2.3979 1.0918
C18 -1.7989 3.3253 0.1014
H1 5.9241 1.5001 0.9835
H2 3.7785 1.8208 2.2331
H3 5.8479 1.3377 -1.4964
H4 4.4916 1.3929 -3.5951
H5 2.2767 1.6356 -4.6582
H6 0.2541 1.9827 -3.2844
H7 0.3328 4.2656 -2.3568
H8 -1.2944 6.0864 -2.5191
H9 -3.3045 6.1566 -1.0910
H10 -4.6049 5.0902 0.8057
H11 -4.7335 3.3325 2.5565
H12 -2.8878 1.6487 2.7071
C19 -1.8773 -7.9878 1.7893
O1 -1.6262 -6.6005 1.9485
C20 -2.3746 -5.9470 2.8838
C21 -3.3480 -6.5457 3.6666
C22 -4.0497 -5.7894 4.6019
C23 -3.7631 -4.4484 4.7689
C24 -2.7750 -3.8529 3.9929
C25 -2.0950 -4.5818 3.0272
N4 -1.0802 -4.0199 2.2246
C26 -1.1127 -2.8024 1.5532
N5 -2.3119 -2.1905 1.5269
C27 -2.7799 -1.2416 0.5698
C28 -1.9814 -0.3281 -0.0924
C29 -2.6037 0.3828 -1.1367
C30 -3.9481 0.2626 -1.4341
C31 -4.7548 -0.5848 -0.6702
C32 -4.1651 -1.3430 0.3201
O2 -4.8453 -2.2535 1.0918
C33 -6.2537 -2.3106 0.9486
N6 -0.0975 -2.3100 0.9432
C34 1.1462 -2.8290 0.7583
C35 1.2559 -3.5506 -0.5791
C36 3.1916 -4.6571 -1.1662
C37 4.4658 -3.6552 0.8297
C38 3.6536 -2.7649 1.3982
C39 2.2172 -2.5065 1.5336
O3 2.0328 -1.6346 2.5805
C40 1.5785 -2.1374 3.8357
H13 -1.1863 -8.3344 1.0289
H14 -2.8996 -8.1655 1.4501
H15 -1.7021 -8.5336 2.7183
H16 -3.5733 -7.5959 3.5558
H17 -4.8171 -6.2640 5.1992
H18 -4.2888 -3.8619 5.5108
H19 -2.5246 -2.8097 4.1419
H20 -0.3408 -4.6428 1.9445
H21 -3.0682 -2.7438 1.9033
H22 -2.0081 1.0827 -1.7162
H23 -4.3918 0.8398 -2.2368
H24 -5.8139 -0.6587 -0.8701
H25 -6.6074 -3.0468 1.6639
H26 -6.5347 -2.6230 -0.0588
H27 -6.7056 -1.3406 1.1655
H28 0.2914 -3.4828 -1.0759
H29 3.5327 -5.3256 -1.9549
H30 5.5152 -3.6654 1.0929
H31 4.2007 -2.0784 2.0359
H32 2.0864 -1.5710 4.6141
H33 1.8163 -3.1986 3.9452
H34 0.5050 -1.9992 3.9377
C41 1.6256 -8.4789 -0.4430
C42 2.2859 -7.1571 -0.2320
C43 3.6375 -7.1212 0.0850
C44 4.3824 -5.9823 0.3944
N7 4.0837 -4.7623 -0.0046
C45 1.8467 -4.9363 -0.5860
S1 2.6655 -3.0136 -1.6715
N8 1.4453 -6.0795 -0.2049
H35 2.3148 -9.2005 -0.8771
H36 0.7529 -8.3622 -1.0833
H37 1.2846 -8.8702 0.5177
H38 4.1088 -8.0747 0.2854
H39 5.2565 -6.0619 1.0352
N9 1.7294 5.4944 2.7253
C46 0.8145 4.3964 2.4279
C47 1.0609 3.2064 3.3382
O4 2.2511 3.2004 3.9431
O5 0.2749 2.3012 3.4431
H40 1.3568 6.1043 3.4414
H41 1.9173 6.0598 1.9100
H42 2.6634 4.0546 3.6939
H43 1.0151 4.0259 1.4185
H44 -0.2463 4.6454 2.4766

Results
Spin multiplicity: 1
LUMO, eV: -4.15
Net charge: +1
Energy above the lowest of the compared OMol25 structures with the same formula, charge and spin, kJ/mol: 453.8

=====

(4)
Below is a structure of composition C19H43IrO2P3S in a non-equilibrium geometry, with properties calculated with ωB97M-V/def2-TZVPD.

Atoms and positions in Å:
Ir1 0.2214 -0.1378 0.8866
P1 1.6359 -0.9920 2.2987
P2 1.4696 1.9146 0.7770
P3 -0.6367 -2.3795 0.3401
H1 -0.4044 2.2118 -7.0808
C1 -1.2548 1.5910 -6.7977
C2 -2.2580 2.0239 -6.0265
H2 -2.2907 3.0126 -5.5665
C3 2.9969 -1.7947 1.3997
C4 2.5373 0.1184 3.4764
C5 1.0979 -2.2690 3.5080
C6 0.9159 3.1074 -0.4923
C7 1.3725 2.9675 2.2830
C8 3.2151 1.6294 0.3329
C9 -1.9872 -2.2846 -0.8818
C10 -1.5539 -3.2543 1.6669
C11 0.5159 -3.6145 -0.3481
H3 -1.3213 0.5853 -7.2270
H4 -3.1374 1.3811 -5.9231
H5 3.7100 -2.2462 2.0978
H6 3.5216 -1.0592 0.7906
H7 2.6182 -2.5796 0.7458
H8 3.2601 -0.4665 4.0626
H9 1.8411 0.5828 4.1908
H10 3.0911 0.9124 2.9699
H11 1.7130 -3.1745 3.4143
H12 0.0450 -2.5279 3.3800
H13 1.2152 -1.9053 4.5349
H14 1.3955 4.0835 -0.3504
H15 -0.1702 3.2301 -0.4219
H16 1.1493 2.7366 -1.4962
H17 2.3516 3.4236 2.4853
H18 1.0630 2.4155 3.1779
H19 0.6520 3.7759 2.1190
H20 3.6511 2.5700 -0.0292
H21 3.2601 0.8903 -0.4747
H22 3.8179 1.2634 1.1683
H23 -2.4700 -3.2694 -0.9475
H24 -1.6152 -1.9861 -1.8676
H25 -2.7174 -1.5485 -0.5240
H26 -2.2654 -3.9483 1.1953
H27 -2.1317 -2.5491 2.2735
H28 -0.8933 -3.8463 2.3047
H29 -0.0591 -4.3530 -0.9265
H30 1.0725 -4.1235 0.4483
H31 1.2236 -3.1093 -1.0187
C12 -0.8358 0.6899 -1.8459
C13 0.2965 0.2004 -2.5585
C14 0.0664 -0.4540 -3.7676
C15 -1.2315 -0.5189 -4.3095
C16 -2.2767 0.2304 -3.7236
C17 -2.0667 0.8819 -2.5364
O1 -0.8749 0.8945 -0.5449
H32 0.9562 -1.0539 -0.3238
H33 1.2922 0.2354 -2.1055
H34 0.9536 -0.9012 -4.2586
H35 -1.3862 -1.0728 -5.2377
H36 -3.2504 0.3711 -4.2140
H37 -2.8547 1.4733 -2.0724
C18 -2.0299 2.2895 1.8760
S1 -1.6511 0.5498 2.0660
C19 -1.3669 0.4043 3.8327
O2 -2.8683 -0.2260 1.6953
H38 -1.2867 2.9034 2.4147
H39 -3.0440 2.4046 2.2942
H40 -2.0888 2.5559 0.8059
H41 -2.1384 0.9680 4.3782
H42 -1.3875 -0.6594 4.1081
H43 -0.3901 0.8263 4.0995

Results
Spin multiplicity: 6
LUMO (spin up / spin down), eV: -11.60 / -15.98
Net charge: +4
Energy above the lowest of the compared OMol25 structures with the same formula, charge and spin, kJ/mol: 0.0
Expectation value of S²: 8.797

=====

(5)
Below is a cluster of 2 separate species, C11H17BrF2N3O5P in total in a non-equilibrium geometry, with properties calculated with ωB97M-V/def2-TZVPD.

Atoms and positions in Å:
N1 -3.3814 -2.6731 -1.8787
P1 -2.6443 -3.1491 -0.5064
C1 -0.9850 -2.1588 -0.4118
C2 -0.0276 -2.9922 0.6075
C3 0.3031 -2.2800 2.0409
N2 1.4797 -1.3523 1.8341
C4 -0.0905 -2.1629 -1.8255
Br1 -0.3858 -3.6991 -3.1109
C5 -0.2386 -0.6198 -2.4417
O1 -0.4228 -0.2006 -3.6940
O2 -0.1685 0.1560 -1.1585
C6 -1.1817 -0.5435 -0.2993
N3 -1.6093 0.1098 0.9940
C7 -3.0883 -0.0515 1.2781
O3 -3.4171 -0.6366 2.4601
F1 -4.1856 0.4239 0.4027
C8 -1.1945 1.5869 0.9772
O4 -2.0443 2.5907 0.7008
F2 0.2433 1.9562 1.2510
H1 -4.3107 -2.2538 -1.6173
H2 -3.4394 -2.7775 0.6628
H3 -2.3117 -4.5542 -0.4962
H4 -0.6044 -4.0062 0.8629
H5 1.0086 -3.3447 0.1534
H6 0.6383 -3.1528 2.7830
H7 -0.6325 -1.7810 2.5571
H8 1.2777 -0.6291 1.1052
H9 1.8169 -0.9282 2.7270
H10 1.0961 -2.2165 -1.7072
H11 -2.1536 -0.3752 -0.9730
C9 1.7894 4.2486 -0.1042
C10 3.1509 3.6064 -0.1094
O5 3.3229 2.4704 0.3294
C11 4.2939 4.4080 -0.6725
H12 1.0625 3.5544 0.3307
H13 1.8099 5.1581 0.5014
H14 1.4836 4.4795 -1.1277
H15 4.4260 5.3248 -0.0922
H16 4.0997 4.6460 -1.7213
H17 5.2151 3.8188 -0.6115

Results
Spin multiplicity: 1
LUMO, eV: -1.70
Net charge: 0
SMILES: N=[PH2][C@]1(CCN)[C@@H](N(C(=O)F)C(=O)F)OC(=O)[C@@H]1Br.CC(C)=O

=====

(6)
Below is a cluster of 2 separate species, C2H9N3 in total in a non-equilibrium geometry, with properties calculated with ωB97M-V/def2-TZVPD.

Atoms and positions in Å:
C1 -2.1455 0.5576 -0.1098
N1 -2.3651 -0.5786 0.5311
H1 -1.0753 0.7640 -0.3044
H2 -2.8211 1.4038 -0.3887
H3 -3.3376 -0.8998 0.3264
N2 1.4860 0.0615 -1.3723
C2 1.6117 0.3194 0.0913
N3 0.6729 -0.1640 1.0735
H4 2.1917 -0.6303 -1.6168
H5 0.6251 -0.4615 -1.4192
H6 2.5723 -0.1606 0.2622
H7 1.6284 1.3848 0.3063
H8 -0.2790 -0.6524 1.1228
H9 1.2356 -0.9437 1.4974

Results
Spin multiplicity: 1
LUMO, eV: 0.79
Net charge: 0
Energy above the lowest of the compared OMol25 structures with the same formula, charge and spin, kJ/mol: 279.5
SMILES: C=N.NCN

=====

(7)
Below is a structure of composition C21H16Cl12F2O2 in a non-equilibrium geometry, with properties calculated with ωB97M-V/def2-TZVPD.

Atoms and positions in Å:
F1 -31.4428 -11.1243 29.9300
C1 -31.6556 -9.8676 30.2632
C2 -31.1030 -8.8134 29.5070
C3 -31.2728 -7.5100 29.9322
C4 -31.8646 -7.2726 31.1982
C5 -32.2908 -8.3106 31.9814
C6 -32.2499 -9.6376 31.5478
H1 -30.5301 -8.9972 28.6102
H2 -31.0062 -6.6293 29.3667
H3 -31.9725 -6.3142 31.6841
H4 -32.7385 -8.0539 32.9302
H5 -32.2888 -10.5556 32.1156
F2 -37.2373 -2.6698 28.6518
C7 -35.9578 -2.7192 28.7520
C8 -35.3757 -3.6405 29.6100
C9 -33.9597 -3.5569 29.7207
C10 -33.2939 -2.4255 29.1438
C11 -33.8627 -1.5319 28.2119
C12 -35.2503 -1.7888 27.9785
H6 -35.9500 -4.3018 30.2418
H7 -33.5030 -4.1269 30.5163
H8 -32.2233 -2.3422 29.2589
H9 -33.2667 -0.7520 27.7614
H10 -35.7926 -1.0571 27.3980
C13 -29.5738 -6.1784 33.8759
C14 -28.4377 -6.9062 33.9262
C15 -28.3923 -8.0146 34.7840
C16 -29.4795 -8.4770 35.5269
C17 -30.6075 -7.6854 35.4981
C18 -30.6837 -6.5306 34.6680
O1 -31.8301 -5.9171 34.5901
O2 -27.2096 -8.6611 34.9018
H11 -29.6132 -5.3110 33.2336
H12 -27.5040 -6.6659 33.4393
H13 -29.5280 -9.2914 36.2346
H14 -31.4709 -7.9111 36.1063
H15 -31.6611 -5.0993 34.1164
H16 -27.1962 -9.2693 35.6445
C19 -34.3874 -11.8667 34.5941
Cl1 -34.0164 -13.5972 34.4163
Cl2 -32.8405 -11.0429 34.8466
Cl3 -35.0167 -11.3508 33.0430
Cl4 -35.5484 -11.6187 35.9078
C20 -32.2614 -5.6781 25.6296
Cl5 -33.0070 -7.1248 25.0424
Cl6 -31.5734 -4.9464 24.1939
Cl7 -33.4579 -4.5746 26.2872
Cl8 -31.0046 -5.9325 26.7603
C21 -34.7898 -11.4460 27.7333
Cl9 -33.5920 -10.6894 26.6065
Cl10 -35.5500 -10.0566 28.6253
Cl11 -35.8629 -12.3743 26.7336
Cl12 -33.8766 -12.4704 29.0118

Results
Spin multiplicity: 1
LUMO, eV: -0.04
Net charge: 0

=====

(8)
Below is a cluster of 2 separate species, C7H17NO in total in a non-equilibrium geometry, with properties calculated with ωB97M-V/def2-TZVPD.

Atoms and positions in Å:
C1 -1.9063 -0.1663 0.2074
C2 -1.9198 1.3674 0.2029
C3 1.5267 0.0168 -0.0699
C4 0.4636 -0.3466 -1.1105
C5 1.6893 1.5391 -0.0827
C6 2.7679 -0.6672 -0.4577
C7 1.1664 -0.4895 1.3310
H1 -2.9592 -1.6198 -0.9562
H2 -3.7762 0.0144 -0.6927
H3 -1.2975 1.7701 1.0724
H4 -2.8663 1.8712 0.2685
H5 -1.3774 1.9514 -0.5656
H6 -0.4404 0.2056 -0.9076
H7 0.8481 0.0788 -2.0936
H8 0.2425 -1.3994 -1.1679
H9 2.5358 1.8758 0.5559
H10 1.7864 1.9198 -1.1144
H11 0.7958 2.0257 0.2710
H12 3.6051 -0.6605 0.2221
H13 3.1794 -0.2727 -1.3737
H14 2.5439 -1.7292 -0.7414
H15 1.2792 -1.5830 1.3067
H16 1.7894 -0.1880 2.1947
H17 0.1061 -0.3200 1.5435
N1 -2.9344 -0.6022 -0.5468
O1 -1.0225 -0.9060 0.7355

Results
Spin multiplicity: 1
LUMO, eV: 0.60
Net charge: 0
Energy above the lowest of the compared OMol25 structures with the same formula, charge and spin, kJ/mol: 284.9
SMILES: CC(C)(C)C.CC(N)=O